Here is a cluster of 5 separate species, C3H16NO4 in total in a non-equilibrium geometry from the OMol25 dataset. Energies are from ωB97M-V/def2-TZVPD.

Structure (XYZ):
```
24
Properties=species:S:1:pos:R:3
C 4.2350 -1.9841 0.8318
C 3.0865 -1.1501 0.2766
C 0.8772 -0.8129 1.2286
N 1.8810 -1.5943 1.0105
H 3.8653 -2.9037 1.3532
H 5.0267 -2.3986 0.1903
H 4.8470 -1.5766 1.6170
H 3.1072 0.0047 0.4306
H 3.0634 -1.4608 -0.8496
H 0.0164 -0.9930 1.8917
H 0.7519 0.2887 0.9176
H 1.8797 -2.6190 1.4365
H -4.7301 2.9845 -1.0210
H -3.5412 2.5053 -0.4259
O -4.1351 2.2987 -1.0598
H -2.2732 4.6412 -0.8477
H -2.0574 3.3734 -1.7552
O -1.9606 3.7194 -0.8388
H -1.3902 -0.3432 -0.3005
H -1.3654 1.1768 -0.7359
O -0.9482 0.4579 -0.2236
H -3.4754 -1.9339 -1.3977
H -3.7471 -0.5368 -0.6754
O -3.0132 -1.1436 -1.0533
```

**Lowest unoccupied orbital energy**: -4.40 eV
**Energy above the lowest of the compared OMol25 structures with the same formula, charge and spin**: 64.9 kcal per mole
**E**: -13042.321 eV
**Net charge**: +1
**Gap between HOMO and LUMO**: 9.25 eV

---

Here is a structure of composition C49H39As2BrF2N3Sc from the OMol25 dataset. Energies are from ωB97M-V/def2-TZVPD.

Structure (XYZ):
```
97
Properties=species:S:1:pos:R:3
Sc 0.6434 0.3766 -0.1939
Br -2.3843 1.7719 6.6483
C -1.5641 1.8128 4.9514
C -1.2085 0.6236 4.3286
C -0.6043 0.6588 3.0866
C -0.3591 1.8712 2.4393
C -0.7156 3.0552 3.0801
C -1.3081 3.0255 4.3357
N 0.1913 1.8358 1.1531
C 0.9604 2.9374 0.6930
C 0.8034 2.9028 -1.4674
C 1.2782 4.0302 -2.3538
C 0.1325 4.3564 -3.2659
C -0.8203 3.4552 -3.5232
C -0.7505 2.1080 -2.9532
N 0.0338 1.8048 -1.9831
H -1.3820 -0.3203 4.8275
H -0.2760 -0.2726 2.6305
H -0.5537 4.0125 2.5967
H -1.5812 3.9475 4.8302
H 1.5972 3.3953 1.4570
H 2.2114 3.9319 -2.9141
H 0.1346 5.3175 -3.7673
H -1.6169 3.6639 -4.2234
H -1.3694 1.3213 -3.3740
F 5.6228 -2.1791 0.9755
C 5.0333 -1.0572 0.6198
C 3.6521 -1.0653 0.4326
C 2.9805 0.0740 0.0450
C 3.7943 1.2707 -0.1233
C 5.2125 1.2054 0.0683
F 5.9495 2.2916 -0.1292
C 5.8463 0.0609 0.4360
C 3.1209 2.4569 -0.4043
C 3.6071 3.8152 -0.4153
C 2.7908 4.8785 -0.5828
C 1.3608 4.8866 -1.0422
C 0.3475 3.8773 -0.3590
N 1.7309 2.2917 -0.4793
H 3.1571 -2.0103 0.6056
H 6.9167 0.0164 0.5753
H 4.6467 3.9927 -0.1960
H 3.2498 5.8545 -0.4689
H 0.9899 5.9046 -1.1158
H -0.6683 4.2440 -0.2459
C -1.4696 -3.1407 0.0790
C -2.5068 -2.1172 0.5183
As -2.1574 -0.3572 -0.2668
C -2.5606 -0.6110 -2.1439
C -1.6210 -1.2866 -2.9257
C -1.8000 -1.4067 -4.2960
C -2.9163 -0.8378 -4.8983
C -3.8502 -0.1604 -4.1269
C -3.6756 -0.0459 -2.7523
C -3.5719 0.7498 0.4118
C -3.2848 2.0693 0.7454
C -4.2822 2.8904 1.2508
C -5.5665 2.3953 1.4225
C -5.8576 1.0792 1.0872
C -4.8633 0.2552 0.5820
As 0.3971 -2.5253 0.2447
C 0.9235 -3.2943 1.9420
C 0.0968 -3.1229 3.0499
C 0.4646 -3.6461 4.2800
C 1.6622 -4.3365 4.4106
C 2.4846 -4.5121 3.3082
C 2.1177 -3.9950 2.0724
C 1.2825 -3.6289 -1.0665
C 2.0253 -3.0367 -2.0816
C 2.6186 -3.8200 -3.0628
C 2.4687 -5.1982 -3.0277
C 1.7287 -5.7955 -2.0139
C 1.1358 -5.0150 -1.0344
H -1.6023 -3.4008 -0.9722
H -1.5527 -4.0618 0.6577
H -2.5076 -1.9637 1.5997
H -3.5064 -2.4491 0.2351
H -0.7347 -1.7296 -2.4767
H -1.0729 -1.9426 -4.8921
H -3.0606 -0.9285 -5.9665
H -4.7226 0.2766 -4.5946
H -4.4088 0.4900 -2.1613
H -2.2759 2.4451 0.6281
H -4.0564 3.9135 1.5217
H -6.3439 3.0329 1.8214
H -6.8591 0.6933 1.2216
H -5.1051 -0.7686 0.3226
H -0.8472 -2.5948 2.9640
H -0.1856 -3.5224 5.1359
H 1.9478 -4.7470 5.3695
H 3.4103 -5.0639 3.4038
H 2.7539 -4.1709 1.2131
H 2.1606 -1.9591 -2.1059
H 3.1991 -3.3570 -3.8496
H 2.9314 -5.8118 -3.7889
H 1.6148 -6.8708 -1.9869
H 0.5681 -5.4900 -0.2427
```

**Lowest unoccupied orbital energy**: -7.45 eV
**E**: -273756.298 eV
**Net charge**: +2
**Gap between HOMO and LUMO**: 4.88 eV

---

Here is the ion C5H12NO with charge +2 in a non-equilibrium geometry from the OMol25 dataset. Energies are from ωB97M-V/def2-TZVPD.

Structure (XYZ):
```
19
Properties=species:S:1:pos:R:3
C 2.0141 -0.8802 0.6091
O 1.2210 -1.6879 -0.2162
C 1.1379 0.0162 1.4493
C 0.5100 1.1838 0.6569
C -0.8496 1.0086 0.0012
C -1.4908 -0.1041 -0.3710
N -2.5050 0.1377 -1.4954
H 2.6739 -0.3079 -0.0829
H 2.5983 -1.5964 1.2377
H 1.8405 -2.2547 -0.7350
H 1.6802 0.4424 2.2902
H 0.3287 -0.5973 1.8558
H 1.0787 1.4436 -0.2448
H 0.4009 2.0647 1.2869
H -1.0781 1.8698 -0.6214
H -1.2249 -1.1457 -0.4482
H -3.1149 -0.6866 -1.5615
H -3.1592 0.8679 -1.2011
H -2.0617 0.2260 -2.4097
```

**Lowest unoccupied orbital energy (alpha / beta)**: -7.16 / -13.70 eV
**Expectation value of S²**: 0.75
**Energy above the lowest of the compared OMol25 structures with the same formula, charge and spin**: 51.5 kcal per mole
**E**: -8895.431 eV
**2S+1**: 2
**Net charge**: +2
**Gap between HOMO and LUMO (alpha / beta)**: 11.69 / 5.00 eV

---

Here is a cluster of 4 separate species, C25H30N3O7 in total in a non-equilibrium geometry from the OMol25 dataset. Energies are from ωB97M-V/def2-TZVPD.

Structure (XYZ):
```
65
Properties=species:S:1:pos:R:3
C -0.1425 0.7191 0.2475
O -1.1477 1.3909 -0.5850
C -0.7943 1.4075 -2.0093
C -2.0084 0.8270 -3.0028
C -2.1105 -0.8064 -3.0225
C -2.9421 -1.4809 -1.7867
C -4.0229 -0.5049 -1.0407
N -5.2941 -0.2347 -1.8284
C -5.7466 1.1855 -1.4799
N -6.4932 1.5859 -0.2268
N -5.4986 2.1851 -2.4053
H 0.3805 1.5282 0.9238
H 0.5944 0.0125 -0.3225
H -0.7436 0.0177 1.0039
H 0.1873 0.8405 -2.2943
H -0.6972 2.5583 -2.3132
H -1.6620 1.1498 -4.0993
H -3.0135 1.3941 -2.8110
H -2.5034 -1.1958 -4.0578
H -0.9917 -1.2109 -2.9316
H -2.2033 -1.9789 -1.0198
H -3.5698 -2.3814 -2.2545
H -4.3586 -1.0691 -0.0450
H -3.6097 0.5354 -0.6990
H -6.0364 -0.8798 -1.4654
H -5.9724 1.3481 0.6474
H -7.4510 1.1758 -0.1709
H -4.7362 2.9116 -2.2506
H -6.0267 2.1667 -3.3085
C -9.6310 0.9447 2.6631
C -9.6781 1.0994 3.9898
C -8.9020 0.2250 4.8911
O -8.9461 0.3646 6.1056
C -8.0711 -0.8253 4.2697
C -8.0239 -0.9801 2.9430
C -8.8000 -0.1056 2.0418
O -8.7560 -0.2452 0.8272
H -10.1946 1.5770 1.9879
H -10.2822 1.8656 4.4609
H -7.5075 -1.4576 4.9449
H -7.4199 -1.7462 2.4720
C 3.8658 0.4258 -0.7149
C 5.0968 0.8088 -0.3622
C 6.1394 -0.1801 -0.0243
O 7.2658 0.1697 0.3006
C 5.7698 -1.6078 -0.0927
C 4.5388 -1.9909 -0.4454
C 3.4962 -1.0020 -0.7833
O 2.3698 -1.3517 -1.1081
H 3.0892 1.1381 -0.9652
H 5.3837 1.8522 -0.3080
H 6.5464 -2.3202 0.1576
H 4.2519 -3.0342 -0.4995
C 12.0190 -1.6789 1.3197
C 12.8271 -0.7635 0.7763
C 12.2852 0.4143 0.0703
O 13.0242 1.2516 -0.4291
C 10.8166 0.5421 -0.0103
C 10.0084 -0.3732 0.5331
C 10.5503 -1.5511 1.2391
O 9.8114 -2.3883 1.7385
H 12.4001 -2.5490 1.8403
H 13.9064 -0.8426 0.8275
H 10.4355 1.4122 -0.5309
H 8.9291 -0.2941 0.4819
```

**Lowest unoccupied orbital energy**: -5.87 eV
**E**: -45198.396 eV
**Net charge**: +1
**Gap between HOMO and LUMO**: 5.11 eV

---

Here is an isolated molecule of C19H26N4O3 from the OMol25 dataset. Energies are from ωB97M-V/def2-TZVPD.

Structure (XYZ):
```
52
Properties=species:S:1:pos:R:3
C -6.9748 -0.0152 -1.1087
O -5.9256 -0.7914 -0.5950
C -4.7475 -0.1625 -0.2931
C -4.4966 1.1872 -0.4598
C -3.2665 1.7340 -0.1223
C -2.2630 0.9285 0.3900
C -2.5075 -0.4352 0.5596
C -3.7268 -0.9906 0.2221
O -4.0340 -2.3125 0.3347
C -3.0240 -3.1901 0.7683
H -3.4572 -4.1876 0.7095
H -2.1386 -3.1376 0.1268
H -2.7312 -2.9848 1.8040
H -1.7077 -1.0561 0.9318
N -1.0331 1.4705 0.7909
H -0.4731 0.7601 1.2499
C -0.2414 2.1698 -0.2041
C 0.6525 1.1867 -0.9852
N 1.6639 0.6263 -0.1122
C 1.5972 -0.6720 0.2304
O 0.6834 -1.4013 -0.1081
C 2.7272 -1.2304 1.1067
N 4.0219 -1.0303 0.5128
C 5.2208 -1.0911 1.1308
C 6.1767 -0.8799 0.1676
C 5.4521 -0.7019 -1.0265
N 4.1552 -0.7986 -0.7923
C 5.9802 -0.4332 -2.3897
H 5.1528 -0.3671 -3.0903
H 6.6499 -1.2335 -2.7011
H 6.5398 0.5015 -2.4041
H 7.2394 -0.8556 0.2946
H 5.3031 -1.2743 2.1837
H 2.5223 -2.3028 1.2142
H 2.7024 -0.7728 2.1020
C 2.5558 1.6269 0.4244
H 3.3466 1.1756 1.0187
C 1.7555 2.6162 1.2769
C 0.6350 3.2444 0.4525
H 0.0120 3.8727 1.0894
H 1.0676 3.8703 -0.3308
H 2.4235 3.3920 1.6539
H 1.3264 2.0936 2.1337
H 3.0246 2.1531 -0.4148
H 0.0501 0.3646 -1.3765
H 1.1493 1.7003 -1.8141
H -0.9305 2.6480 -0.9058
H -3.1032 2.7928 -0.2504
H -5.2592 1.8396 -0.8543
H -7.8004 -0.7067 -1.2714
H -6.7045 0.4535 -2.0619
H -7.2892 0.7613 -0.4019
```

**Lowest unoccupied orbital energy**: 0.66 eV
**Energy above the lowest of the compared OMol25 structures with the same formula, charge and spin**: 75.8 kcal per mole
**E**: -32227.275 eV
**Net charge**: 0
**Gap between HOMO and LUMO**: 7.87 eV

---

Here is a structure of composition C11H16ClO3PPb in a non-equilibrium geometry from the OMol25 dataset. Energies are from ωB97M-V/def2-TZVPD.

Structure (XYZ):
```
33
Properties=species:S:1:pos:R:3
Cl 1.7245 -3.8278 1.6849
C 2.2311 -0.3440 -2.1911
C 1.0119 -0.2334 -2.9108
C 0.4017 -1.5143 -2.9890
H 0.6144 0.6706 -3.3423
C 1.2688 -2.4391 -2.2937
C 2.4133 -1.6978 -1.7928
H 3.2778 -2.1506 -1.3074
H 2.9263 0.4583 -2.0016
H -0.5097 -1.7961 -3.5138
C 0.9915 -3.8812 -2.0358
Pb 0.2594 -1.5223 0.1075
C -2.4262 -1.5547 -0.5061
O -3.2978 -0.9866 -0.0036
C 1.6978 -1.6470 2.1896
O 1.6598 -1.1738 3.2509
H -0.1091 -4.0301 -2.0079
H 1.4314 -4.1500 -1.0492
H 1.4104 -4.5840 -2.7898
C -1.4266 2.7852 3.1834
P -0.9843 2.1406 1.5832
C -2.6390 2.0558 0.8351
C 0.3140 3.2952 1.0564
O -0.4079 0.7388 1.3577
H -2.2422 3.5034 3.0393
H -0.5682 3.2825 3.6446
H -1.7902 1.9692 3.8295
H -3.2932 2.9121 1.0583
H -2.6994 1.8967 -0.2461
H -3.1527 1.2094 1.3058
H 1.2778 2.7831 1.2241
H 0.2395 3.6035 0.0007
H 0.3949 4.2283 1.6301
```

**Lowest unoccupied orbital energy (alpha / beta)**: -11.01 / -9.70 eV
**Energy above the lowest of the compared OMol25 structures with the same formula, charge and spin**: 63.2 kcal per mole
**E**: -44848.606 eV
**Net charge**: +2
**Gap between HOMO and LUMO (alpha / beta)**: 5.06 / 6.30 eV

---

What did the sixth record say?
Here is a structure of composition C11H16ClO3PPb in a non-equilibrium geometry from the OMol25 dataset. Energies are from ωB97M-V/def2-TZVPD.

Structure (XYZ):
```
33
Properties=species:S:1:pos:R:3
Cl 1.7245 -3.8278 1.6849
C 2.2311 -0.3440 -2.1911
C 1.0119 -0.2334 -2.9108
C 0.4017 -1.5143 -2.9890
H 0.6144 0.6706 -3.3423
C 1.2688 -2.4391 -2.2937
C 2.4133 -1.6978 -1.7928
H 3.2778 -2.1506 -1.3074
H 2.9263 0.4583 -2.0016
H -0.5097 -1.7961 -3.5138
C 0.9915 -3.8812 -2.0358
Pb 0.2594 -1.5223 0.1075
C -2.4262 -1.5547 -0.5061
O -3.2978 -0.9866 -0.0036
C 1.6978 -1.6470 2.1896
O 1.6598 -1.1738 3.2509
H -0.1091 -4.0301 -2.0079
H 1.4314 -4.1500 -1.0492
H 1.4104 -4.5840 -2.7898
C -1.4266 2.7852 3.1834
P -0.9843 2.1406 1.5832
C -2.6390 2.0558 0.8351
C 0.3140 3.2952 1.0564
O -0.4079 0.7388 1.3577
H -2.2422 3.5034 3.0393
H -0.5682 3.2825 3.6446
H -1.7902 1.9692 3.8295
H -3.2932 2.9121 1.0583
H -2.6994 1.8967 -0.2461
H -3.1527 1.2094 1.3058
H 1.2778 2.7831 1.2241
H 0.2395 3.6035 0.0007
H 0.3949 4.2283 1.6301
```

**Lowest unoccupied orbital energy (alpha / beta)**: -11.01 / -9.70 eV
**Energy above the lowest of the compared OMol25 structures with the same formula, charge and spin**: 63.2 kcal per mole
**E**: -44848.606 eV
**Net charge**: +2
**Gap between HOMO and LUMO (alpha / beta)**: 5.06 / 6.30 eV